[1]
Here is 2 unconnected molecules or ions with the total composition CH6NO2 from the Open Molecules 2025 dataset. Energies are from the ωB97M-V functional and the def2-TZVPD basis.

The frontier orbital gap (spin up / spin down) comes out at 5.3 / 10.1 eV. Its multiplicity is 2. The LUMO energy (spin up / spin down) is 0.4 / 0.4 eV. Its HOMO energy (spin up / spin down) is -5.0 / -9.7 eV.

Geometry as XYZ:
```
10
Properties=species:S:1:pos:R:3:forces:R:3:lowdin_spin:R:1
O 1.754 0.309 0.675 0.28 0.08 0.12 0.0024
H 2.303 0.729 0.006 -0.03 0.09 -0.03 0.0001
H 2.224 0.462 1.502 0.05 -0.09 0.02 0.0002
H -0.066 0.536 1.170 -0.28 -0.26 -0.77 0.0021
C -1.451 -0.076 -0.123 -0.37 0.73 -0.83 0.5707
N -0.608 -0.631 -1.087 0.23 -0.61 0.42 0.2051
O -1.022 0.400 1.072 0.12 -0.12 0.78 0.1630
H -2.473 -0.414 -0.145 -0.03 -0.13 0.25 0.0450
H 0.375 -0.439 -1.110 -0.05 0.18 0.05 0.0077
H -1.038 -0.875 -1.959 0.07 0.13 -0.01 0.0035
```
Forces are in eV/Å.

***

[2]
Here is CH6NO3P in the gas phase from the Open Molecules 2025 dataset. Energies are from the ωB97M-V functional and the def2-TZVPD basis.

The frontier orbital gap comes out at 10.5 eV. The SMILES is CONP(O)O. The LUMO energy is 0.9 eV. Its HOMO energy is -9.6 eV.

Geometry as XYZ:
```
12
Properties=species:S:1:pos:R:3:forces:R:3:mulliken_charge:R:1
C 0.450 1.775 0.711 0.37 1.80 -1.33 -0.6688
O 0.248 1.225 -0.612 -0.79 -0.63 1.46 -0.2497
N -0.623 0.076 -0.345 -0.74 0.96 -0.25 -0.3473
P 0.421 -1.192 0.031 1.20 -0.61 -1.69 0.3516
O -0.696 -2.139 0.700 -0.89 0.21 0.53 -0.4726
O 0.365 -1.669 -1.569 -1.34 1.18 0.97 -0.5005
H 0.786 2.819 0.553 0.09 -0.67 0.09 0.2590
H 1.097 1.261 1.391 1.09 -0.73 -0.27 0.3101
H -0.441 1.809 1.269 -1.65 0.18 0.23 0.3305
H -1.193 -0.190 -1.190 1.02 0.91 0.78 0.3173
H -1.380 -1.480 0.934 -0.20 -0.76 0.12 0.3700
H 0.965 -2.295 -1.872 1.84 -1.84 -0.64 0.3005
```
Forces are in eV/Å.

***

[3]
Here is 2 unconnected molecules or ions with the total composition CH6NO3S from the Open Molecules 2025 dataset. Energies are from the ωB97M-V functional and the def2-TZVPD basis.

The frontier orbital gap (spin up / spin down) comes out at 5.6 / 8.1 eV. Its multiplicity is 3. The LUMO energy (spin up / spin down) is -4.8 / -7.9 eV. Its HOMO energy (spin up / spin down) is -10.4 / -16.0 eV. As for the charge: +1.

Geometry as XYZ:
```
12
Properties=species:S:1:pos:R:3:forces:R:3:lowdin_spin:R:1
C 1.320 -0.238 -0.535 -0.16 -0.20 -3.38 0.4344
N 2.167 0.612 0.002 2.35 3.08 3.06 0.3018
O -1.329 -1.104 0.055 1.67 -0.48 -1.12 0.1034
O -2.622 -1.199 0.515 -2.30 0.36 1.51 0.0438
O -1.475 1.358 0.533 1.53 -0.87 0.80 0.2052
S -1.140 0.372 -0.695 -1.64 1.62 1.21 0.8359
H 1.258 -0.190 -1.664 0.22 -0.23 1.45 0.0149
H 0.940 -1.079 -0.074 -0.09 -1.65 1.24 0.0372
H 2.342 0.742 1.093 -0.51 -0.69 -3.40 0.0032
H 2.701 1.298 -0.601 -1.05 -1.23 1.15 0.0051
H -3.228 -1.761 -0.031 1.39 0.19 -0.44 0.0044
H -0.935 1.190 1.404 -1.41 0.10 -2.07 0.0107
```
Forces are in eV/Å.

***

F_max values, unit eV/Å, following the record order: 1.2 2.7 4.9.
Energy relative to the best compared isomer or geometry (same formula, charge and spin) values, unit kcal/mol, following the record order: 2.00 48.37 58.75.